Below is a 3-piece molecular cluster, C3H8N2O2 overall in a non-equilibrium geometry, with properties calculated with ωB97M-V/def2-TZVPD.

Structure (XYZ):
```
15
C3H8N2O2 ωB97M-V/def2-TZVPD
C -1.174 0.900 0.630
C -2.348 0.302 0.240
N -1.971 -1.001 -0.021
C -0.674 -1.168 0.302
N -0.196 -0.021 0.739
H -0.934 1.922 0.873
H -3.290 0.810 0.149
H -2.631 -1.716 -0.250
H -0.182 -2.122 0.264
O 2.222 -0.004 0.549
H 1.182 0.112 0.896
H 2.900 0.018 1.229
O 2.484 0.451 -2.070
H 2.255 1.335 -2.404
H 2.357 0.181 -1.126
```

Properties
LUMO energy in eV: 0.5568
HOMO level in eV: -9.68
Total energy in eV: -10315.46045
Gap between HOMO and LUMO in eV: 10.2
ΔE to the lowest compared entry with this formula, charge and spin in kcal/mol: 34.4
SMILES: c1c[nH]cn1.O.O
Net charge: 0

Results of the Löwdin charge analysis, in e, for atoms 1 through 8: atom 1 (C): -0.114, atom 2 (C): -0.071, atom 3 (N): 0.059, atom 4 (C): -0.122, atom 5 (N): 0.018, atom 6 (H): 0.113, atom 7 (H): 0.108, atom 8 (H): 0.149

---

Below is one molecule with the formula C17H17N3O3 in a non-equilibrium geometry, with properties calculated with ωB97M-V/def2-TZVPD.

Structure (XYZ):
```
40
C17H17N3O3 ωB97M-V/def2-TZVPD
C 2.320 6.062 -0.910
C 1.087 5.859 -0.033
O 0.083 5.097 -0.670
C 0.238 3.747 -0.799
C 1.252 2.984 -0.227
C 1.283 1.616 -0.419
C 0.312 0.975 -1.182
O 0.452 -0.379 -1.310
C -0.494 -1.086 -2.078
C -0.092 -2.562 -2.049
N -0.130 -3.078 -0.697
N 1.054 -3.286 -0.128
N 1.164 -3.688 1.040
C 0.051 -3.934 1.808
C 0.210 -4.376 3.127
C -0.902 -4.633 3.894
C -2.186 -4.458 3.373
C -2.360 -4.022 2.079
C -1.243 -3.756 1.286
C -1.369 -3.287 -0.090
O -2.403 -3.090 -0.695
C -0.705 1.733 -1.750
C -0.735 3.101 -1.557
H 3.038 6.693 -0.394
H 2.033 6.541 -1.843
H 2.789 5.109 -1.144
H 1.363 5.413 0.930
H 0.609 6.824 0.161
H 2.025 3.435 0.375
H 2.066 1.019 0.021
H -1.503 -0.972 -1.663
H -0.493 -0.738 -3.120
H 0.934 -2.677 -2.400
H -0.788 -3.135 -2.665
H 1.210 -4.505 3.509
H -0.785 -4.974 4.912
H -3.045 -4.666 3.992
H -3.341 -3.877 1.653
H -1.480 1.274 -2.344
H -1.522 3.696 -1.993
```

Properties
LUMO energy in eV: 0.1164
HOMO level in eV: -7.88
Total energy in eV: -28516.36728
Gap between HOMO and LUMO in eV: 8.0
ΔE to the lowest compared entry with this formula, charge and spin in kcal/mol: 63.4
SMILES: CCOc1ccc(OCCn2nnc3ccccc3c2=O)cc1
Net charge: 0

Results of the Löwdin charge analysis, in e, for atoms 1 through 8: atom 1 (C): -0.065, atom 2 (C): -0.254, atom 3 (O): -0.059, atom 4 (C): -0.276, atom 5 (C): -0.020, atom 6 (C): 0.001, atom 7 (C): -0.269, atom 8 (O): -0.048

---

Below is C41H50CuF3N5OS as an isolated structure in a non-equilibrium geometry, with properties calculated with ωB97M-V/def2-TZVPD.

Structure (XYZ):
```
102
C41H50CuF3N5OS ωB97M-V/def2-TZVPD
Cu -1.116 1.447 -0.766
N -5.792 2.229 -1.089
N -5.775 2.949 0.112
C -5.031 2.733 1.197
N -5.137 3.513 2.313
S -3.895 1.296 1.276
H -5.464 1.286 -0.900
H -5.152 2.563 -1.800
H -6.522 3.614 0.167
H -5.685 4.366 2.316
H -4.721 3.206 3.218
C -1.238 -3.385 -1.115
C -2.158 -2.256 -0.608
C -3.183 -2.945 0.292
C -2.765 -1.438 -1.712
C -4.137 -1.414 -2.033
C -4.531 -1.084 -3.318
C -3.650 -0.386 -4.179
C -2.404 0.054 -3.735
C -1.482 1.108 -4.443
C -0.164 0.624 -5.053
C -2.246 1.851 -5.544
C -1.983 -0.503 -2.488
N -0.774 -0.057 -1.817
C 0.384 -0.508 -2.279
C 1.574 0.016 -1.826
C 2.929 -0.420 -2.202
C 3.765 0.437 -1.573
C 2.905 1.389 -0.799
N 1.624 1.041 -0.899
C 3.296 2.515 0.074
C 2.974 2.368 1.588
C 4.798 2.625 -0.081
C 2.596 3.790 -0.372
H -0.649 -3.719 -0.273
H -0.502 -3.036 -1.840
H -1.870 -4.267 -1.445
H -1.472 -1.597 0.004
H -3.612 -3.807 -0.254
H -3.923 -2.256 0.707
H -2.680 -3.526 1.131
H -4.925 -1.624 -1.293
H -5.596 -1.066 -3.486
H -4.049 -0.129 -5.172
H -1.201 1.862 -3.645
H -0.288 -0.014 -5.962
H 0.492 0.075 -4.287
H 0.407 1.522 -5.348
H -2.786 1.228 -6.274
H -1.554 2.414 -6.149
H -2.996 2.529 -5.109
H 0.396 -1.388 -3.019
H 3.205 -1.321 -2.820
H 4.830 0.505 -1.623
H 3.473 1.447 1.952
H 1.872 2.270 1.798
H 3.436 3.253 2.082
H 5.323 1.670 -0.190
H 5.302 3.223 0.665
H 5.035 3.199 -1.044
H 1.533 3.544 -0.381
H 2.876 4.203 -1.329
H 2.636 4.665 0.365
F 1.563 8.317 2.095
C 0.371 8.362 1.339
F -0.491 9.173 2.015
F 0.774 8.982 0.188
C -0.166 6.987 1.049
C -0.857 6.273 2.112
C -1.359 5.007 1.787
C -1.124 4.310 0.574
C -0.407 5.042 -0.470
C -0.085 6.383 -0.251
C -1.672 2.985 0.365
C -2.528 2.081 0.556
H -0.786 6.573 3.133
H -1.845 4.403 2.566
H 0.095 4.488 -1.278
H 0.180 6.989 -1.128
C 2.849 -9.242 3.472
C 2.872 -7.749 3.416
C 2.936 -7.083 2.206
C 2.928 -5.701 2.089
C 2.804 -5.104 0.690
C 2.860 -4.829 3.199
C 2.908 -3.378 3.140
O 2.525 -2.599 3.973
C 2.717 -5.494 4.424
C 2.617 -4.821 5.797
C 2.686 -6.918 4.510
H 3.575 -9.771 2.829
H 1.808 -9.543 3.189
H 2.955 -9.570 4.482
H 3.106 -7.661 1.265
H 2.605 -5.995 0.041
H 3.700 -4.589 0.288
H 2.021 -4.323 0.674
H 3.387 -3.004 2.239
H 2.100 -3.902 5.478
H 3.497 -4.724 6.402
H 1.905 -5.418 6.340
H 2.420 -7.419 5.522
```

Properties
LUMO energy (alpha / beta) in eV: -0.5898 / -0.5424
HOMO level (alpha / beta) in eV: -5.69 / -6.87
Total energy in eV: -116446.90473
Gap between HOMO and LUMO (alpha / beta) in eV: 5.1 / 6.3
ΔE to the lowest compared entry with this formula, charge and spin in kcal/mol: 38.9
Multiplicity: 2
Net charge: 0

Results of the Löwdin charge analysis, in e, for atoms 1 through 8: atom 1 (Cu): 0.507, atom 2 (N): 0.039, atom 3 (N): -0.106, atom 4 (C): -0.637, atom 5 (N): 0.056, atom 6 (S): 0.926, atom 7 (H): 0.045, atom 8 (H): 0.084

---

Below is C34H29Br12N5O10 as an isolated structure in a non-equilibrium geometry, with properties calculated with ωB97M-V/def2-TZVPD.

Structure (XYZ):
```
90
C34H29Br12N5O10 ωB97M-V/def2-TZVPD
C 0.167 -5.066 2.144
Br -0.783 -4.325 0.536
Br -0.303 -6.886 2.539
Br -0.031 -3.709 3.668
H 1.223 -5.037 1.874
C -5.306 -2.420 2.006
Br -3.737 -3.206 1.210
Br -6.000 -3.393 3.689
Br -6.636 -2.255 0.619
H -5.080 -1.420 2.376
C 1.166 -1.535 -4.191
Br 2.259 -2.770 -5.436
Br -0.513 -2.405 -3.768
Br 0.866 0.260 -5.074
H 1.730 -1.338 -3.279
C 1.314 0.780 6.142
Br 1.542 2.016 7.684
Br -0.550 0.541 5.735
Br 2.118 -0.957 6.677
H 1.736 1.057 5.176
C 7.528 -0.186 1.298
C 8.858 -0.432 1.364
C 9.759 0.619 1.311
C 9.311 1.911 1.035
C 7.919 2.053 0.752
C 7.023 1.089 1.021
N 10.228 2.972 1.136
O 11.405 2.756 1.402
O 9.725 4.086 0.931
H 6.799 -0.983 1.304
H 9.272 -1.362 1.724
H 10.834 0.537 1.384
H 7.597 3.037 0.446
H 5.969 1.310 1.092
C 0.948 4.101 -4.432
C 0.622 4.233 -3.041
C 1.576 3.803 -2.105
C 2.681 3.015 -2.401
C 2.986 3.024 -3.851
C 2.122 3.571 -4.772
N 3.608 2.464 -1.438
O 3.684 3.062 -0.396
O 4.141 1.437 -1.641
H 0.136 4.412 -5.073
H -0.282 4.630 -2.601
H 1.201 3.778 -1.092
H 3.913 2.597 -4.203
H 2.333 3.361 -5.810
C -1.307 -0.767 0.399
C -0.275 -0.351 -0.463
C 1.008 -0.135 -0.095
C 1.409 -0.384 1.251
C 0.426 -0.813 2.154
C -0.939 -0.775 1.768
N 2.765 -0.281 1.697
O 3.657 -0.448 0.832
O 3.037 -0.136 2.904
H -2.247 -1.055 -0.049
H -0.527 -0.250 -1.508
H 1.757 0.108 -0.833
H 0.638 -0.882 3.211
H -1.703 -0.914 2.518
C -5.602 2.042 -0.642
C -4.246 1.953 -0.388
C -3.816 1.757 0.925
C -4.703 1.383 1.990
C -6.030 1.423 1.624
C -6.484 1.662 0.395
N -4.235 1.061 3.357
O -4.953 0.342 4.094
O -3.151 1.372 3.797
H -6.086 2.144 -1.602
H -3.531 2.020 -1.195
H -2.748 1.708 1.082
H -6.774 1.095 2.335
H -7.534 1.742 0.156
C -5.890 -4.496 -2.155
C -4.554 -4.170 -2.025
C -4.056 -2.821 -2.223
C -5.063 -1.832 -2.563
C -6.399 -2.238 -2.712
C -6.868 -3.545 -2.527
N -4.701 -0.432 -2.752
O -3.637 -0.067 -2.304
O -5.491 0.324 -3.278
H -6.236 -5.440 -1.761
H -3.940 -5.033 -1.814
H -3.012 -2.566 -2.115
H -7.108 -1.423 -2.715
H -7.932 -3.709 -2.443
```

Properties
LUMO energy in eV: -1.2034
HOMO level in eV: -9.66
Total energy in eV: -904144.85998
Gap between HOMO and LUMO in eV: 8.5
ΔE to the lowest compared entry with this formula, charge and spin in kcal/mol: 74.1
Net charge: 0

Results of the Löwdin charge analysis, in e, for atoms 1 through 8: atom 1 (C): -1.445, atom 2 (Br): 0.500, atom 3 (Br): 0.609, atom 4 (Br): 0.565, atom 5 (H): -0.029, atom 6 (C): -1.464, atom 7 (Br): 0.614, atom 8 (Br): 0.508

---

Below is a 7-piece molecular cluster, C5H23N2O7 overall in a non-equilibrium geometry, with properties calculated with ωB97M-V/def2-TZVPD.

Structure (XYZ):
```
37
C5H23N2O7 ωB97M-V/def2-TZVPD
C 3.043 -0.613 0.212
O 2.209 -1.780 0.225
C 2.273 0.686 -0.061
C 0.942 0.564 -0.852
C 0.029 1.659 -0.402
C -0.174 2.864 -0.945
N -1.085 3.769 -0.369
N -0.717 1.339 0.745
H 3.702 -0.887 -0.614
H 3.582 -0.580 1.162
H 2.888 1.399 -0.615
H 2.020 1.170 0.879
H 0.473 -0.349 -0.495
H 1.017 0.474 -1.933
H 0.361 3.300 -1.779
H -1.847 3.308 0.115
H -1.359 4.614 -0.826
H -0.707 1.953 1.549
H -0.857 0.342 0.930
H 0.397 -0.545 2.411
H 1.869 -0.739 2.925
O 1.060 -0.219 3.071
H -0.803 -2.636 0.466
H -1.064 -1.442 2.407
O -0.735 -1.396 1.503
H 0.187 -2.992 -0.680
H 1.405 -1.628 0.740
O -0.530 -3.390 -0.155
H -0.921 0.469 -2.904
H -1.214 -0.984 -2.557
O -0.678 -0.423 -3.173
H -2.863 0.211 0.468
H -2.232 -0.950 1.129
O -3.122 -0.663 0.754
H -1.704 -2.612 -1.154
H -2.599 -1.407 -0.698
O -2.247 -1.889 -1.480
```

Properties
LUMO energy in eV: 3.2527
HOMO level in eV: -4.30
Total energy in eV: -22872.82740
Gap between HOMO and LUMO in eV: 7.6
ΔE to the lowest compared entry with this formula, charge and spin in kcal/mol: 4.1
Net charge: -1

Results of the Löwdin charge analysis, in e, for atoms 1 through 8: atom 1 (C): -0.242, atom 2 (O): -0.103, atom 3 (C): -0.156, atom 4 (C): -0.146, atom 5 (C): -0.368, atom 6 (C): -0.180, atom 7 (N): 0.008, atom 8 (N): 0.085